Molecular formula: C34H67O27P
Method: DFT, ωB97M-V with the def2-TZVPD basis set

Last column: Löwdin charge in e.
Geometry (Å):
C 2.369 -1.407 5.382  0.04
C 2.913 -0.223 5.072  -0.05
C 2.477 0.505 3.812  -0.52
O 1.670 1.326 3.818  0.19
O 3.081 0.096 2.623  -0.02
C 2.141 -0.801 1.967  -0.17
C 2.800 -2.092 1.462  -0.16
C 1.874 -2.710 0.375  -0.19
C 0.658 -3.403 1.058  -0.19
C 1.134 -4.748 1.688  -0.16
C 0.735 -4.884 3.166  -0.19
O -0.706 -4.725 3.250  -0.17
P -1.146 -3.622 4.316  0.40
O -0.649 -3.884 5.655  -0.23
O -0.617 -2.160 3.872  -0.11
O -2.758 -3.700 4.372  -0.16
C -3.455 -2.715 3.559  -0.20
C -3.125 -2.755 2.044  -0.17
C -2.656 -1.412 1.429  -0.24
C -3.454 -0.155 1.885  -0.09
H 2.423 -2.249 4.684  0.06
H 1.831 -1.597 6.315  0.08
H 3.649 0.286 5.699  0.11
H 1.361 -1.100 2.680  0.10
H 1.686 -0.260 1.126  0.13
H 2.910 -2.802 2.299  0.10
H 3.818 -1.934 1.083  0.11
H 1.561 -1.874 -0.263  0.11
H 2.376 -3.487 -0.213  0.11
H -0.071 -3.586 0.256  0.11
H 0.189 -2.747 1.798  0.07
H 2.222 -4.814 1.570  0.11
H 0.664 -5.550 1.105  0.12
H 0.939 -5.925 3.448  0.13
H 1.298 -4.216 3.827  0.11
H -1.239 -1.455 4.109  0.10
H -4.519 -2.956 3.658  0.13
H -3.325 -1.727 4.023  0.11
H -4.034 -3.059 1.508  0.11
H -2.373 -3.514 1.786  0.10
H -1.587 -1.244 1.609  0.08
H -2.757 -1.490 0.338  0.11
H -2.727 0.542 2.329  0.07
H -3.934 0.381 1.059  0.06
H -4.226 -0.344 2.640  0.06
C 0.688 -4.674 12.107  -0.05
O -0.535 -4.838 11.391  0.00
C -0.480 -4.441 10.113  -0.62
O 0.486 -3.979 9.562  0.12
O -1.675 -4.646 9.566  0.00
C -1.770 -4.266 8.184  -0.05
H 0.517 -5.028 13.121  0.09
H 1.481 -5.269 11.656  0.10
H 0.974 -3.624 12.145  0.10
H -1.082 -4.842 7.577  0.07
H -1.582 -3.201 8.065  0.09
H -2.786 -4.481 7.859  0.09
C 2.270 8.032 5.677  -0.05
O 2.872 6.897 6.299  0.00
C 2.475 5.723 5.797  -0.62
O 1.685 5.568 4.903  0.13
O 3.108 4.755 6.462  0.01
C 2.781 3.432 6.032  -0.05
H 2.670 8.916 6.168  0.09
H 2.525 8.072 4.619  0.10
H 1.189 8.015 5.809  0.10
H 3.056 3.286 4.989  0.09
H 1.722 3.229 6.177  0.10
H 3.356 2.741 6.644  0.09
C 5.369 -2.244 -2.231  -0.04
O 4.134 -2.653 -2.820  0.00
C 4.129 -2.635 -4.156  -0.62
O 5.049 -2.313 -4.862  0.13
O 2.924 -3.034 -4.569  0.01
C 2.772 -3.064 -5.989  -0.03
H 5.246 -2.301 -1.152  0.08
H 6.177 -2.911 -2.528  0.10
H 5.604 -1.215 -2.503  0.10
H 3.472 -3.767 -6.438  0.10
H 2.905 -2.070 -6.410  0.07
H 1.761 -3.399 -6.207  0.10
C -3.417 3.026 -1.612  -0.03
O -4.671 2.353 -1.471  0.00
C -5.523 2.566 -2.474  -0.62
O -5.317 3.251 -3.442  0.12
O -6.645 1.888 -2.217  0.00
C -7.656 2.026 -3.215  -0.04
H -2.813 2.776 -0.743  0.09
H -2.896 2.685 -2.506  0.10
H -3.560 4.106 -1.640  0.09
H -7.305 1.645 -4.173  0.10
H -7.965 3.067 -3.308  0.10
H -8.509 1.434 -2.893  0.09
C 2.157 0.765 -6.420  -0.04
O 1.033 0.004 -6.870  -0.03
C -0.044 0.739 -7.167  -0.61
O -0.126 1.935 -7.086  0.14
O -1.010 -0.091 -7.570  0.00
C -2.231 0.560 -7.925  -0.04
H 2.963 0.066 -6.209  0.08
H 2.489 1.457 -7.194  0.10
H 1.916 1.303 -5.504  0.10
H -2.075 1.244 -8.758  0.10
H -2.648 1.090 -7.069  0.10
H -2.930 -0.213 -8.233  0.09
C 2.148 -1.331 -9.375  -0.04
O 3.163 -2.245 -9.795  0.01
C 4.110 -1.699 -10.561  -0.62
O 4.165 -0.547 -10.904  0.13
O 4.987 -2.655 -10.880  0.00
C 6.065 -2.211 -11.704  -0.04
H 1.439 -1.880 -8.762  0.09
H 2.578 -0.533 -8.774  0.08
H 1.619 -0.921 -10.235  0.11
H 6.649 -1.445 -11.194  0.10
H 5.693 -1.835 -12.656  0.10
H 6.702 -3.071 -11.891  0.09
C -4.639 7.098 -3.591  -0.04
O -4.423 6.971 -2.184  -0.01
C -4.621 8.095 -1.492  -0.62
O -4.952 9.158 -1.947  0.13
O -4.386 7.832 -0.203  0.00
C -4.559 8.952 0.665  -0.04
H -4.449 6.124 -4.037  0.09
H -5.670 7.381 -3.799  0.10
H -3.949 7.822 -4.023  0.10
H -5.587 9.312 0.629  0.10
H -3.866 9.751 0.405  0.10
H -4.341 8.613 1.675  0.09

Gap between HOMO and LUMO in eV: 9.13
SMILES: C=CC(=O)OCCCCCCO[P@@](=O)(O)OCCCC.COC(=O)OC.COC(=O)OC.COC(=O)OC.COC(=O)OC.COC(=O)OC.COC(=O)OC.COC(=O)OC
Highest occupied orbital energy in eV: -8.90


Molecular formula: C34H68BF4N6O8S
Method: DFT, ωB97M-V with the def2-TZVPD basis set

Last column: Löwdin charge in e.
Geometry (Å):
C -1.508 3.207 -3.672  -0.14
C -0.429 2.305 -4.396  -0.25
C 0.078 1.085 -3.514  -0.22
C 0.742 1.643 -2.202  -0.20
C 1.353 0.493 -1.267  -0.17
C 0.639 0.613 0.129  -0.21
C 1.470 0.062 1.366  -0.20
C 0.571 -0.700 2.411  -0.21
C -0.187 0.244 3.429  -0.17
C -1.388 0.932 2.637  -0.23
C -2.516 1.477 3.578  -0.21
C -3.658 2.247 2.771  -0.19
C -4.079 1.291 1.595  -0.18
C -5.466 1.617 0.915  -0.06
N -5.199 1.657 -0.565  -0.01
C -5.339 2.766 -1.311  -0.13
C -5.804 4.166 -0.862  0.04
B -5.472 5.320 -1.962  -0.52
O -4.783 6.486 -1.572  0.14
O -5.891 5.221 -3.313  0.13
N -4.962 2.374 -2.597  0.20
C -4.583 1.032 -2.618  -0.10
C -4.059 0.201 -3.811  -0.10
C -4.182 0.908 -5.227  -0.13
C -4.543 -0.235 -6.265  -0.17
F -5.798 -0.818 -5.990  -0.06
C -4.759 0.519 -1.262  -0.14
S -4.458 -1.175 -0.712  0.81
O -5.104 -1.496 0.550  -0.26
O -3.021 -1.384 -0.691  -0.26
C -5.261 -2.336 -1.967  -0.57
F -5.822 -3.352 -1.251  0.13
F -6.293 -1.724 -2.613  0.13
F -4.356 -2.904 -2.793  0.11
H -1.033 4.139 -3.258  0.08
H -1.943 2.657 -2.791  0.05
H -2.344 3.533 -4.342  0.05
H 0.456 2.931 -4.691  0.11
H -0.894 1.949 -5.359  0.09
H -0.800 0.409 -3.340  0.08
H 0.804 0.529 -4.173  0.12
H 1.496 2.434 -2.458  0.12
H -0.075 2.174 -1.634  0.09
H 1.168 -0.516 -1.735  0.11
H 2.461 0.631 -1.210  0.09
H 0.360 1.675 0.380  0.10
H -0.293 -0.026 0.068  0.10
H 2.337 -0.547 1.010  0.09
H 1.899 0.953 1.904  0.10
H 1.213 -1.389 3.051  0.08
H -0.132 -1.369 1.831  0.11
H -0.691 -0.453 4.160  0.12
H 0.471 0.988 3.937  0.12
H -1.024 1.793 2.007  0.11
H -1.753 0.131 1.932  0.09
H -3.025 0.619 4.102  0.12
H -2.094 2.127 4.396  0.12
H -4.518 2.436 3.471  0.11
H -3.230 3.227 2.440  0.11
H -3.282 1.406 0.803  0.12
H -3.982 0.242 1.969  0.11
H -6.132 0.726 1.097  0.14
H -5.961 2.547 1.273  0.13
H -5.397 4.429 0.143  0.13
H -6.932 4.148 -0.767  0.15
H -3.817 6.359 -1.588  0.12
H -5.115 5.239 -3.901  0.11
H -4.939 2.972 -3.422  0.15
H -2.960 0.027 -3.612  0.12
H -4.519 -0.811 -3.895  0.09
H -4.920 1.747 -5.239  0.11
H -3.156 1.263 -5.508  0.10
H -4.609 0.230 -7.276  0.13
H -3.735 -1.014 -6.189  0.13
C 5.385 0.853 1.556  -0.32
O 4.184 0.644 1.500  -0.01
N 6.222 0.880 0.496  -0.19
C 7.643 1.136 0.644  -0.05
C 5.682 0.646 -0.830  -0.04
H 5.896 1.042 2.515  0.13
H 7.907 2.029 0.072  0.09
H 8.202 0.280 0.262  0.10
H 7.903 1.291 1.688  0.05
H 4.921 1.399 -1.047  0.08
H 5.214 -0.341 -0.860  0.09
H 6.473 0.699 -1.576  0.09
C -0.098 -2.976 -4.230  -0.36
O 0.944 -2.945 -4.852  0.02
N -0.643 -4.081 -3.668  -0.19
C -1.895 -4.032 -2.941  -0.07
C 0.049 -5.351 -3.800  -0.04
H -0.705 -2.067 -4.070  0.12
H -1.726 -4.364 -1.913  0.10
H -2.617 -4.695 -3.424  0.09
H -2.290 -3.022 -2.927  0.05
H 1.044 -5.267 -3.358  0.10
H 0.158 -5.594 -4.858  0.10
H -0.509 -6.141 -3.299  0.09
C 2.609 -3.391 4.993  -0.34
O 1.865 -2.431 5.050  0.00
N 2.289 -4.597 4.467  -0.20
C 3.231 -5.698 4.434  -0.06
C 0.959 -4.791 3.919  -0.04
H 3.641 -3.349 5.382  0.13
H 3.398 -5.998 3.397  0.09
H 2.818 -6.541 4.993  0.09
H 4.183 -5.408 4.878  0.08
H 0.794 -4.073 3.112  0.08
H 0.218 -4.613 4.700  0.09
H 0.851 -5.804 3.535  0.09
C 8.987 0.967 4.226  -0.36
O 9.412 0.325 3.283  0.00
N 8.435 0.439 5.343  -0.20
C 7.949 1.269 6.428  -0.06
C 8.326 -1.004 5.457  -0.04
H 9.022 2.069 4.240  0.13
H 8.492 1.019 7.342  0.09
H 6.883 1.080 6.576  0.09
H 8.096 2.325 6.205  0.08
H 9.322 -1.446 5.393  0.09
H 7.722 -1.386 4.631  0.09
H 7.864 -1.276 6.405  0.09

Gap between HOMO and LUMO in eV: 7.27
Total charge: +1
Highest occupied orbital energy in eV: -10.46


Molecular formula: C34H68BGaN8S4Si2Te
Method: DFT, ωB97M-V with the def2-TZVPD basis set

Last column: Löwdin charge in e.
Geometry (Å):
Ga -15.681 -14.622 -7.759  -0.31
C -16.761 -18.668 -9.784  -0.03
C -16.133 -18.344 -11.100  -0.51
C -16.802 -19.101 -12.288  -0.04
C -14.591 -18.666 -11.241  -0.03
N -16.350 -16.864 -11.344  0.01
C -17.254 -16.363 -12.274  0.01
C -17.180 -15.004 -12.189  -0.01
N -16.232 -14.644 -11.250  0.05
B -15.935 -13.145 -10.956  -0.61
N -17.009 -12.464 -10.110  0.04
C -17.435 -11.184 -10.458  -0.01
C -18.546 -10.837 -9.739  0.02
N -18.818 -11.921 -8.933  0.01
C -17.861 -12.860 -9.137  -0.59
S -17.840 -14.391 -8.332  0.77
C -20.093 -12.107 -8.163  -0.53
C -19.735 -12.297 -6.697  -0.07
C -21.013 -10.909 -8.294  -0.05
C -20.814 -13.306 -8.784  -0.04
N -14.465 -13.022 -10.626  0.04
C -13.451 -13.003 -11.555  -0.02
C -12.274 -12.877 -10.923  -0.01
N -12.498 -12.704 -9.541  0.04
C -13.866 -12.760 -9.421  -0.60
S -14.793 -12.494 -7.982  0.75
C -11.430 -12.688 -8.481  -0.50
C -11.829 -11.980 -7.214  -0.08
C -11.058 -14.160 -8.184  -0.01
C -10.191 -11.913 -9.146  0.01
C -15.705 -15.811 -10.776  -0.57
S -14.621 -15.894 -9.414  0.75
H -16.684 -19.722 -9.699  0.09
H -17.814 -18.370 -9.790  0.11
H -16.175 -18.142 -8.999  0.05
H -16.740 -20.186 -11.991  0.11
H -16.222 -18.976 -13.207  0.10
H -17.863 -18.936 -12.469  0.08
H -14.510 -19.747 -11.035  0.10
H -13.917 -18.176 -10.538  0.04
H -14.196 -18.556 -12.255  0.09
H -17.842 -17.037 -12.857  0.11
H -17.606 -14.224 -12.792  0.13
H -16.162 -12.679 -12.076  0.14
H -16.954 -10.622 -11.253  0.14
H -19.084 -9.956 -9.672  0.11
H -18.641 -12.132 -6.529  0.02
H -19.934 -13.290 -6.290  0.08
H -20.243 -11.582 -6.085  0.08
H -20.645 -9.982 -7.840  0.09
H -21.988 -11.154 -7.797  0.12
H -21.146 -10.578 -9.346  0.09
H -20.225 -14.218 -8.843  0.03
H -21.162 -13.048 -9.774  0.10
H -21.650 -13.610 -8.182  0.09
H -13.650 -12.960 -12.647  0.16
H -11.277 -12.810 -11.286  0.12
H -12.449 -12.668 -6.607  0.06
H -12.402 -11.094 -7.405  0.07
H -10.893 -11.791 -6.671  0.11
H -11.941 -14.626 -7.818  0.04
H -10.217 -14.155 -7.479  0.10
H -10.670 -14.692 -9.031  0.09
H -10.548 -10.909 -9.314  0.09
H -9.934 -12.411 -10.038  0.05
H -9.345 -11.960 -8.464  0.10
C -17.763 -18.961 -3.668  -0.17
Si -16.972 -18.187 -5.176  0.46
C -18.155 -17.498 -6.476  -0.17
C -15.977 -19.515 -6.069  -0.16
C -16.021 -16.711 -4.432  -0.54
Te -14.610 -15.577 -5.505  1.32
C -13.323 -16.992 -6.226  -0.59
Si -12.025 -17.638 -4.933  0.41
C -11.370 -19.142 -5.675  -0.18
C -12.896 -17.855 -3.292  -0.17
C -10.759 -16.260 -4.776  -0.16
H -18.335 -19.886 -3.932  0.06
H -18.473 -18.271 -3.199  0.04
H -16.957 -19.265 -3.017  0.03
H -18.967 -18.194 -6.652  0.04
H -17.620 -17.416 -7.397  -0.03
H -18.510 -16.477 -6.204  0.04
H -16.628 -20.248 -6.439  0.02
H -15.332 -19.964 -5.290  0.05
H -15.383 -19.176 -6.903  0.00
H -15.475 -17.076 -3.544  0.00
H -16.748 -15.985 -4.011  0.00
H -12.670 -16.560 -7.027  0.01
H -13.929 -17.667 -6.813  -0.02
H -12.104 -19.940 -5.757  0.04
H -10.540 -19.563 -5.102  0.05
H -10.939 -18.919 -6.685  0.06
H -13.639 -18.628 -3.333  0.03
H -13.378 -16.855 -3.159  0.01
H -12.153 -17.874 -2.505  0.04
H -10.284 -15.994 -5.758  0.04
H -9.939 -16.581 -4.143  0.04
H -11.229 -15.392 -4.412  0.00
C -13.779 -12.744 -1.561  -0.09
C -15.203 -12.300 -1.497  -0.22
N -16.005 -12.740 -2.642  0.03
C -15.961 -12.328 -3.902  -0.74
S -16.886 -13.270 -5.042  0.58
N -15.185 -11.299 -4.306  0.04
C -14.704 -10.076 -3.598  -0.22
C -15.839 -9.244 -3.086  -0.08
H -13.199 -12.277 -0.742  0.10
H -13.243 -12.505 -2.470  0.06
H -13.715 -13.863 -1.450  0.09
H -15.264 -11.208 -1.384  0.09
H -15.693 -12.736 -0.610  0.14
H -16.690 -13.390 -2.506  0.08
H -15.168 -11.137 -5.278  0.08
H -14.062 -9.609 -4.350  0.13
H -14.025 -10.361 -2.806  0.09
H -16.476 -8.802 -3.814  0.06
H -15.405 -8.336 -2.446  0.14
H -16.408 -9.813 -2.338  0.07

Relative energy (zero: lowest compared OMol25 entry of this formula, charge and spin) in kcal/mol: 0.56
Gap between HOMO and LUMO in eV: 8.27
Total charge: +2
Highest occupied orbital energy in eV: -12.69


Number 1: DFT total energy -100915.584 eV, M 938.857 g/mol. Number 2: DFT total energy -84056.415 eV, M 807.823 g/mol. Number 3: DFT total energy -167719.322 eV, M 981.549 g/mol.